A 2-piece molecular cluster, C5H10NOS overall at a distorted geometry. Source: OMol25; level of theory: wB97M-V/def2-TZVPD.

Each line ends with the Mulliken charge.
Geometry (Å):
C 2.0791 2.2409 -0.6447  -0.546
C 1.5160 3.4378 -0.4413  -0.673
S -2.1814 -3.0784 1.1093  -0.346
C 1.3606 0.9039 -0.4973  0.480
N 0.1449 1.0569 0.3486  -0.306
C -0.3988 -0.2233 0.7150  -0.665
C -0.8202 -1.0148 -0.5065  -0.549
O 1.1160 0.3704 -1.6892  -0.812
H 2.0424 0.2652 0.1421  0.066
H 2.8293 2.2118 -1.4353  0.277
H 0.4823 3.5648 -0.1381  0.323
H 2.1545 4.3158 -0.4703  0.263
H 0.1454 1.6407 1.1787  0.247
H 0.1593 -0.8630 1.4232  0.315
H -1.3175 -0.0494 1.2888  0.391
H -1.6429 -0.5044 -1.0046  0.314
H -0.0276 -1.3605 -1.1658  0.359
H -1.3356 -1.9899 -0.1797  -0.137

The value obtained for the molecular weight is 132.2 g/mol. The net charge is -1. The energy above the lowest of the compared OMol25 structures with the same formula, charge and spin comes out at 138.9 kcal/mol. The lowest unoccupied orbital energy is 0.9 eV. The spin multiplicity is 1.

An isolated molecule of C10H12ClNO. Source: OMol25; level of theory: wB97M-V/def2-TZVPD.

Each line ends with the Mulliken charge.
Geometry (Å):
C 1.7008 3.0484 -0.2861  -1.061
C 0.3321 2.4311 -0.4710  0.760
O -0.2214 2.3977 -1.5630  -0.637
N -0.2419 1.9081 0.6585  -0.121
C -1.5461 1.2827 0.6761  -0.930
C -1.5259 -0.1678 1.1578  -0.766
C -0.6642 -1.1349 0.3619  0.596
C -0.2896 -0.9001 -0.9693  -0.086
C 0.4796 -1.8332 -1.6567  -0.875
C 0.8579 -3.0127 -1.0343  0.374
Cl 1.8225 -4.2000 -1.8891  -0.225
C 0.5134 -3.2648 0.2892  -0.657
C -0.2473 -2.3253 0.9733  -0.479
H 2.4165 2.4928 -0.8989  0.256
H 2.0405 3.0382 0.7518  0.314
H 1.6934 4.0867 -0.6421  0.291
H 0.2509 1.9825 1.5399  0.219
H -2.2145 1.8487 1.3382  0.401
H -1.9449 1.3674 -0.3408  0.398
H -1.1805 -0.1979 2.2056  0.380
H -2.5630 -0.5255 1.1883  0.323
H -0.5653 0.0172 -1.4710  0.394
H 0.7704 -1.6276 -2.6869  0.396
H 0.8405 -4.1936 0.7601  0.382
H -0.5138 -2.5181 2.0085  0.352

The value obtained for the molecular weight is 197.7 g/mol. The net charge is 0. The energy above the lowest of the compared OMol25 structures with the same formula, charge and spin comes out at 0.0 kcal/mol. The lowest unoccupied orbital energy is 0.7 eV. The spin multiplicity is 1. Its SMILES is CC(=O)NCCc1ccc(Cl)cc1.

C41H42ClIN10ORb as an isolated structure. Source: OMol25; level of theory: wB97M-V/def2-TZVPD.

Each line ends with the Mulliken charge.
Geometry (Å):
Rb 0.7168 0.0375 0.0476  0.624
Cl 5.0109 5.0068 -2.8995  -0.320
C 4.2947 3.9001 -1.7504  0.614
C 5.0888 3.0155 -1.0810  -0.483
C 4.5515 2.1228 -0.1481  -0.297
I 5.8252 0.8241 0.8408  -0.045
C 3.1883 2.0752 0.1782  -0.034
O 2.6846 1.2927 1.0215  -0.354
C 2.3456 3.0158 -0.5851  0.065
N 1.0125 2.9626 -0.3484  0.364
C 0.2183 3.7806 -0.9885  -0.388
C 0.6679 4.7296 -1.9243  -0.973
C 2.0060 4.7909 -2.1927  -0.932
C 2.8945 3.9190 -1.5244  0.129
H 6.1534 3.0020 -1.2726  0.369
H -0.8436 3.6969 -0.7671  0.434
H -0.0372 5.3812 -2.4234  0.453
H 2.3987 5.4970 -2.9123  0.370
N -0.5323 -6.0084 -9.4686  -0.580
C -0.3808 -5.3755 -8.5208  -0.018
C -0.1930 -4.5882 -7.3379  0.623
C -1.2989 -4.2138 -6.5762  -0.910
C -1.1093 -3.4481 -5.4409  0.072
C 0.1723 -3.0574 -5.0515  -0.252
C 1.2668 -3.4454 -5.8160  -0.085
C 1.0907 -4.2037 -6.9614  -0.834
C 0.3279 -2.2369 -3.8110  1.112
C 0.9294 -2.9045 -2.7391  -0.233
C 1.3727 -4.2619 -2.7126  -0.734
C 1.9227 -4.4675 -1.4700  -1.081
C 1.7767 -3.2305 -0.7855  -0.416
N 1.1970 -2.3061 -1.5244  0.408
C -0.1267 -0.9195 -3.9196  -0.478
C -0.5082 -0.3016 -5.1560  -0.614
C -0.7796 1.0101 -4.8763  -1.487
C -0.5610 1.1452 -3.4771  -0.286
N -0.1865 0.0247 -2.8986  0.448
H -2.2912 -4.5206 -6.8769  0.432
H -1.9523 -3.1370 -4.8390  0.498
H 2.2576 -3.1417 -5.5066  0.512
H 1.9379 -4.4990 -7.5646  0.438
H 1.2968 -4.9854 -3.5083  0.448
H 2.3708 -5.3713 -1.0897  0.420
H 2.0987 -3.0068 0.2264  0.410
H -0.5398 -0.7744 -6.1240  0.468
H -1.0731 1.7865 -5.5645  0.434
H -0.6788 2.0505 -2.8950  0.510
C -4.6736 1.2525 0.1504  -1.238
N -3.2851 1.6581 0.2864  0.241
C -2.4316 0.9815 -0.6752  -0.254
C -2.7557 1.7452 1.5714  -0.094
N -1.5582 1.3391 1.7930  0.496
C -0.9290 1.7750 2.9731  -0.926
C -0.8050 3.1290 3.2585  0.089
C -0.2275 3.5585 4.4441  -1.180
C 0.2264 2.6227 5.3594  -0.722
C 0.1568 1.2705 5.0607  -0.420
C -0.3741 0.8224 3.8511  0.533
N -0.5168 -0.5232 3.4981  -0.381
C 0.3407 -1.4322 3.8304  0.704
N 1.6656 -1.2709 4.1564  0.804
C 2.4686 -0.1687 3.6695  -1.263
C 2.3262 -2.1057 5.1327  -1.333
N -0.0893 -2.7465 3.7975  0.109
C 0.7231 -3.7637 3.1642  -1.201
C -1.5123 -2.9814 3.7435  -1.020
N -3.6330 2.2633 2.5192  0.485
C -4.2734 3.5364 2.3078  -1.233
C -3.6001 1.7991 3.8846  -1.009
H -5.0012 1.4668 -0.8677  0.377
H -5.3193 1.7884 0.8405  0.383
H -4.7974 0.1754 0.3297  0.340
H -2.7804 1.1498 -1.6913  0.496
H -2.4198 -0.0996 -0.4807  0.396
H -1.4134 1.3403 -0.5720  -0.847
H -1.1646 3.8446 2.5293  0.558
H -0.1397 4.6175 4.6501  0.393
H 0.6573 2.9414 6.3006  0.411
H 0.5220 0.5399 5.7727  0.478
H 1.9543 0.3955 2.9021  0.332
H 3.3833 -0.5530 3.2096  0.305
H 2.7381 0.5112 4.4842  0.305
H 1.6197 -2.8006 5.5788  0.399
H 2.7487 -1.4768 5.9248  0.353
H 3.1488 -2.6760 4.6875  0.335
H 1.6601 -3.3313 2.8187  0.367
H 0.2026 -4.1671 2.2901  0.444
H 0.9595 -4.5906 3.8414  0.248
H -2.0230 -2.2915 4.4104  0.326
H -1.7070 -4.0089 4.0574  0.333
H -1.9220 -2.8332 2.7360  0.284
H -4.2199 3.8090 1.2558  0.382
H -3.7822 4.3244 2.8953  0.296
H -5.3274 3.4992 2.6047  0.345
H -3.1168 0.8252 3.9305  0.301
H -4.6289 1.6969 4.2465  0.367
H -3.0580 2.4799 4.5534  0.285

The value obtained for the molecular weight is 938.7 g/mol. The net charge is -1. The energy above the lowest of the compared OMol25 structures with the same formula, charge and spin comes out at 12.0 kcal/mol. The lowest unoccupied orbital energy is 2.0 eV. The spin multiplicity is 1.

An isolated molecule of C3H5N3OS at a distorted geometry. Source: OMol25; level of theory: wB97M-V/def2-TZVPD.

Each line ends with the Mulliken charge.
Geometry (Å):
O 1.3162 0.2329 2.1540  -0.538
C 0.5424 0.9389 1.2006  -0.310
C -0.1147 0.0141 0.3343  0.464
N -0.7010 -1.1201 0.8309  -0.164
N -1.3154 -1.7299 -0.1110  -0.793
N -1.1064 -1.0231 -1.2141  0.315
C -0.3532 0.0303 -1.0453  0.093
S 0.2728 1.1478 -2.2223  -0.246
H 0.7617 -0.4606 2.5325  0.330
H 1.3042 1.4846 0.6288  0.307
H -0.1810 1.5834 1.7717  0.166
H -1.5479 -1.3708 -2.0565  0.226
H 1.1223 0.2723 -2.8036  0.150

The value obtained for the molecular weight is 131.2 g/mol. The net charge is 0. The energy above the lowest of the compared OMol25 structures with the same formula, charge and spin comes out at 47.8 kcal/mol. The lowest unoccupied orbital energy is 0.4 eV. The spin multiplicity is 1. Its SMILES is OCc1nn[nH]c1S.

An isolated ion of composition C2H7BrN4 and charge +2 at a distorted geometry. Source: OMol25; level of theory: wB97M-V/def2-TZVPD.

Each line ends with the Mulliken charge.
Geometry (Å):
C -0.3609 0.1849 0.0446  0.288
C 1.8393 1.1447 0.0031  -0.752
N -1.2716 -0.7892 0.0779  0.461
N 0.9576 -0.0092 -0.0744  0.493
N 1.4623 -1.2143 -0.0673  -0.492
N -2.3124 -1.1659 0.0739  -0.317
Br -4.0646 0.3957 -0.0071  -0.008
H -0.8534 1.1360 -0.2360  0.351
H 2.1256 0.9218 1.0225  0.454
H 2.7886 1.1795 -0.5203  0.329
H 1.4736 2.1490 0.0859  0.341
H 2.3851 -1.4706 -0.3541  0.274
H 0.8592 -1.9327 0.2794  0.245
H -5.0284 -0.5299 -0.3280  0.332

The value obtained for the molecular weight is 167.0 g/mol. The net charge is +2. The energy above the lowest of the compared OMol25 structures with the same formula, charge and spin comes out at 155.0 kcal/mol. The lowest unoccupied orbital energy is -11.5 eV. The spin multiplicity is 1.

Repeat the fifth record exactly.
An isolated ion of composition C2H7BrN4 and charge +2 at a distorted geometry. Source: OMol25; level of theory: wB97M-V/def2-TZVPD.

Each line ends with the Mulliken charge.
Geometry (Å):
C -0.3609 0.1849 0.0446  0.288
C 1.8393 1.1447 0.0031  -0.752
N -1.2716 -0.7892 0.0779  0.461
N 0.9576 -0.0092 -0.0744  0.493
N 1.4623 -1.2143 -0.0673  -0.492
N -2.3124 -1.1659 0.0739  -0.317
Br -4.0646 0.3957 -0.0071  -0.008
H -0.8534 1.1360 -0.2360  0.351
H 2.1256 0.9218 1.0225  0.454
H 2.7886 1.1795 -0.5203  0.329
H 1.4736 2.1490 0.0859  0.341
H 2.3851 -1.4706 -0.3541  0.274
H 0.8592 -1.9327 0.2794  0.245
H -5.0284 -0.5299 -0.3280  0.332

The value obtained for the molecular weight is 167.0 g/mol. The net charge is +2. The energy above the lowest of the compared OMol25 structures with the same formula, charge and spin comes out at 155.0 kcal/mol. The lowest unoccupied orbital energy is -11.5 eV. The spin multiplicity is 1.

molecular weight of number 4 (C3H5N3OS)? 131.2 g/mol

lowest unoccupied orbital energy of number 2 (C10H12ClNO)? 0.7 eV